1.
49
Properties=species:S:1:pos:R:3:forces:R:3:mulliken_spin:R:1 method="wB97M-V/def2-TZVPD" charge=-2 homo_ev="-3.620 / -3.601" lumo_ev="3.832 / 3.832" spin_multiplicity=2 total_energy_ev=-130947.84811 orbital_gap_ev="7.45 / 7.43"
Fe -2.0700 0.4809 -0.6555 -0.1 -0.8 0.0 1.0796
O -3.8102 -0.2821 -1.8115 0.0 0.0 0.1 0.0055
S -4.3473 -0.9326 -0.6116 -0.2 0.1 -0.1 -0.0003
O -4.9570 -2.2234 -0.7871 0.0 0.0 0.0 -0.0005
O -3.2918 -0.8662 0.4149 0.1 0.1 0.0 -0.0112
C -5.6945 0.1490 -0.0848 0.0 0.0 0.0 -0.0040
C -6.9446 -0.4466 0.0139 0.0 0.0 0.0 0.0004
C -8.0708 0.2981 0.3351 0.0 0.0 0.0 0.0003
C -7.9502 1.6585 0.5560 0.0 0.0 0.0 0.0001
C -6.7030 2.2609 0.4677 0.0 0.0 0.0 0.0004
C -5.5691 1.5250 0.1529 0.0 0.0 0.0 0.0040
S -4.0045 2.4308 0.1483 0.1 0.1 0.0 -0.0066
O -4.3636 3.7783 0.5248 0.0 0.0 0.0 0.0047
O -3.4271 2.2826 -1.1882 -0.1 0.1 0.0 0.0247
O -3.1583 1.7015 1.0878 0.2 0.1 0.0 0.0117
H -7.0151 -1.5081 -0.1760 0.0 0.0 0.0 0.0001
H -9.0359 -0.1892 0.4066 0.0 0.0 0.0 0.0000
H -8.8202 2.2558 0.8023 0.0 0.0 0.0 0.0000
H -6.5792 3.3188 0.6514 0.0 0.0 0.0 0.0001
O 0.5089 -1.7428 0.7669 0.0 0.0 0.0 0.0020
P 0.7437 -0.1520 0.5229 0.2 0.1 -0.1 -0.0040
O 1.7469 0.3077 1.5201 0.1 0.0 -0.1 -0.0040
O -0.6201 0.5357 0.5727 -0.3 0.0 0.0 -0.0199
O -1.2847 -0.9534 -1.5806 0.2 0.1 -0.1 -0.0443
P -0.2435 -0.0151 -2.2721 0.1 0.3 0.2 0.0035
O 2.6294 -0.2900 -3.1105 0.3 0.0 0.2 0.0003
O 0.1761 -0.2805 -3.6833 -0.1 -0.1 -0.1 -0.0064
O -0.9477 1.3341 -1.9522 0.0 -0.1 0.0 -0.0400
H 1.0196 -1.9650 1.5532 0.0 0.0 0.0 0.0001
H 1.7109 -0.3323 -3.5246 -0.1 0.0 -0.1 -0.0002
C 6.0115 -1.6334 2.8369 0.0 0.0 0.0 0.0000
C 7.4236 -1.1901 2.5589 0.0 -0.1 0.0 0.0000
O 8.3272 -1.3509 3.3444 0.0 0.0 0.0 0.0000
S 7.8066 -0.3718 1.0212 0.0 0.0 0.0 0.0000
C 6.2477 -0.2714 0.1763 0.0 0.0 0.0 -0.0010
C 5.3245 0.7073 0.5220 0.0 0.0 0.0 0.0002
C 4.0835 0.7475 -0.0943 0.0 0.0 0.0 0.0000
C 3.7595 -0.1796 -1.0796 0.0 -0.1 0.0 0.0034
C 4.7140 -1.1237 -1.4610 -0.1 0.0 0.0 -0.0013
C 5.9450 -1.1828 -0.8307 0.0 0.0 0.0 0.0007
C 2.4455 -0.1697 -1.7797 0.0 -0.1 -0.1 -0.0005
C 1.2268 -0.0944 -1.2128 -0.2 0.1 0.0 0.0023
H 6.0568 -2.4818 3.5173 0.0 0.0 0.0 0.0000
H 5.4499 -1.8791 1.9407 0.0 0.0 0.0 0.0000
H 5.4909 -0.8146 3.3378 0.0 0.0 0.0 0.0000
H 5.5671 1.4273 1.2935 0.0 0.0 0.0 0.0000
H 3.3532 1.4815 0.2084 0.0 0.0 0.0 0.0001
H 4.4697 -1.8204 -2.2512 0.0 0.0 0.0 0.0000
H 6.6699 -1.9385 -1.1073 0.0 0.0 0.0 0.0000

2.
65
Properties=species:S:1:pos:R:3:forces:R:3:mulliken_spin:R:1 method="wB97M-V/def2-TZVPD" charge=-2 homo_ev="-0.858 / -1.180" lumo_ev="4.243 / 4.077" spin_multiplicity=2 total_energy_ev=-136367.47943 orbital_gap_ev="5.10 / 5.26"
Hg 0.1733 0.0008 -0.6430 -0.2 0.1 0.1 0.2806
C -1.9669 -0.7036 6.0500 -0.1 0.0 0.0 0.0004
Si -0.3672 -0.1242 5.2161 0.0 0.0 -0.2 0.0036
C 1.0076 -1.2307 5.8895 0.1 0.0 0.1 0.0000
C -0.0334 1.6058 5.9065 0.0 0.1 0.1 0.0014
Se -0.5042 -0.1579 3.0209 0.0 0.0 0.1 0.0148
H -1.9129 -0.6727 7.1444 0.0 0.0 0.0 0.0000
H -2.1969 -1.7261 5.7396 0.0 0.0 0.0 0.0000
H -2.7927 -0.0663 5.7234 0.0 0.0 0.0 -0.0002
H 1.0489 -1.2399 6.9849 0.0 0.0 0.0 0.0000
H 1.9704 -0.8841 5.5066 0.0 0.0 0.0 0.0000
H 0.8631 -2.2541 5.5354 0.0 0.0 0.0 0.0000
H -0.1268 1.6460 6.9980 0.0 0.0 0.0 -0.0002
H -0.7403 2.3157 5.4703 0.0 0.0 0.0 -0.0005
H 0.9734 1.9322 5.6331 0.0 0.0 0.0 0.0003
Te 3.5059 1.3803 -0.2275 0.0 -0.2 -0.1 0.0965
C 5.3931 0.4940 -0.5760 0.0 -0.1 0.0 0.0047
C 5.7480 -0.8312 -0.6389 0.0 0.0 0.0 -0.0010
C 7.1401 -1.0552 -0.8419 0.0 0.0 0.0 -0.0020
C 7.8538 0.1023 -0.9372 0.0 0.0 0.0 0.0025
S 6.8080 1.4566 -0.7775 0.0 0.1 0.0 0.0071
H 5.0174 -1.6213 -0.5343 0.0 0.0 0.0 -0.0029
H 7.5884 -2.0391 -0.9066 0.0 0.0 0.0 -0.0001
H 8.9162 0.2234 -1.0819 0.0 0.0 0.0 0.0006
C -6.5311 -2.6327 1.2034 0.0 0.0 0.0 -0.0081
C -5.4936 -2.6942 2.1248 0.0 0.0 0.0 0.0043
C -4.2457 -2.1768 1.8075 -0.1 -0.1 0.0 -0.0038
C -4.0167 -1.5728 0.5700 0.2 0.1 0.1 0.0100
C -5.0648 -1.5158 -0.3492 0.0 0.0 0.0 -0.0076
C -6.3087 -2.0430 -0.0359 0.0 0.0 0.0 0.0017
C -2.6667 -1.0202 0.3039 -0.5 -0.1 -0.1 -0.0090
C -2.3654 -0.0962 -0.5897 0.9 0.3 0.1 0.3472
C -3.0436 0.8672 -1.4060 0.0 -0.3 -0.1 -0.0178
C -3.9147 1.8043 -0.8258 -0.1 0.1 0.0 0.1004
C -4.4730 2.8189 -1.5834 0.0 -0.1 0.0 -0.0531
C -4.1933 2.9244 -2.9422 0.0 0.0 0.0 0.0899
C -3.3562 1.9860 -3.5359 0.0 -0.1 0.0 -0.0546
C -2.7841 0.9753 -2.7818 -0.1 0.1 -0.1 0.1235
H -7.5064 -3.0362 1.4494 0.0 0.0 0.0 -0.0010
H -5.6554 -3.1428 3.0980 0.0 0.0 0.0 0.0006
H -3.4311 -2.2145 2.5229 0.0 0.0 0.0 -0.0012
H -4.8976 -1.0545 -1.3147 0.0 0.0 0.0 0.0056
H -7.1094 -1.9951 -0.7651 0.0 0.0 0.0 0.0004
H -1.8891 -1.3902 0.9661 0.0 -0.1 -0.1 0.0093
H -4.1317 1.7187 0.2314 0.0 0.0 0.0 0.0135
H -5.1310 3.5376 -1.1085 0.0 0.0 0.0 -0.0021
H -4.6050 3.7389 -3.5257 0.0 0.0 0.0 0.0086
H -3.1377 2.0498 -4.5958 0.0 0.0 0.0 -0.0025
H -2.1071 0.2642 -3.2392 0.0 0.0 0.0 0.0217
C 1.9378 3.3618 2.6741 0.0 0.0 0.0 0.0066
O 1.2950 4.0787 1.6069 0.0 -0.1 0.1 0.0001
P 0.6196 3.1989 0.4255 -0.2 0.3 -0.2 0.0039
O 1.0857 4.1367 -0.8229 0.1 0.0 0.1 0.0005
C 0.9017 3.6157 -2.1309 0.0 0.0 0.0 -0.0054
O -0.9226 3.7724 0.4749 0.0 -0.1 0.0 0.0028
C -1.7569 3.1934 1.4794 0.0 0.0 0.0 -0.0005
H 1.6783 3.8699 3.6035 0.0 0.0 0.0 0.0001
H 3.0162 3.3712 2.5201 0.0 0.0 0.0 -0.0003
H 1.5970 2.3244 2.7251 0.0 0.0 0.0 -0.0011
H 1.6879 4.0268 -2.7632 0.0 0.0 0.0 0.0007
H -0.0801 3.9054 -2.5163 0.0 0.0 0.0 0.0008
H 0.9919 2.5261 -2.1475 0.0 0.0 0.0 0.0093
H -2.7854 3.4390 1.2206 0.0 0.0 0.0 0.0000
H -1.5198 3.6152 2.4608 0.0 0.0 0.0 0.0001
H -1.6382 2.1084 1.5445 0.0 0.0 0.0 0.0007

3.
13
Properties=species:S:1:pos:R:3:forces:R:3:lowdin_charge:R:1 method="wB97M-V/def2-TZVPD" charge=0 homo_ev=-9.645 lumo_ev=-0.893 total_energy_ev=-11858.69898 orbital_gap_ev=8.75
O -1.6430 -1.9593 -1.9091 0.0 -0.3 0.5 0.1134
C -1.1799 -1.0453 -1.2723 -0.8 0.4 -2.1 -0.5690
O -1.4047 0.1841 -1.7130 1.7 2.0 1.4 0.1097
C -0.3626 -1.3240 -0.1125 0.6 -3.2 3.1 0.0168
C 0.5227 -0.8858 0.8335 -1.8 -2.0 -1.9 -0.0698
C 0.8391 0.4490 1.0510 1.0 3.6 -1.6 -0.1369
N 0.8087 1.3338 0.0716 -0.4 -2.4 2.5 -0.0088
O 1.0713 2.5508 0.6312 0.0 1.1 -0.3 -0.0480
H -0.7557 0.7696 -1.1950 -1.1 -0.5 -1.0 0.1086
H -0.6798 -2.3756 0.1110 0.9 0.7 -0.4 0.1316
H 0.9447 -1.6543 1.4867 -0.4 0.4 0.0 0.1179
H 1.0909 0.7987 2.0575 0.0 0.0 -0.3 0.1350
H 0.7482 3.1584 -0.0405 0.2 0.4 0.0 0.0994

4.
23
Properties=species:S:1:pos:R:3:forces:R:3:lowdin_charge:R:1 method="wB97M-V/def2-TZVPD" charge=+1 homo_ev=-13.575 lumo_ev=-8.683 total_energy_ev=-11449.57134 orbital_gap_ev=4.89
C 0.9027 -0.2530 1.6285 1.5 1.9 -1.4 -0.1271
C 0.3575 -1.1050 0.4216 1.5 -1.0 1.1 -0.1588
C -0.9700 -0.6583 -0.0433 1.2 2.6 -1.5 -0.5145
C -1.1835 -0.9287 -1.6383 -0.2 -0.2 -1.6 0.0068
N -1.8518 -0.7996 1.1620 0.5 -3.2 -1.9 0.1415
N 1.6404 0.8821 0.9940 -3.3 -3.1 0.9 0.1688
H 0.0355 0.2311 2.1508 -0.7 -0.1 -0.1 0.1664
H 1.4705 -0.6074 2.5082 -0.2 -0.4 -0.5 0.1486
H 0.2427 -2.2051 0.5310 0.6 0.5 1.1 0.1573
H 1.2048 -1.0040 -0.2309 -0.4 0.0 -1.2 0.1004
H -2.2767 -1.0335 -1.9147 1.2 0.2 0.5 0.1000
H -0.7367 -0.0435 -2.2712 -0.8 -1.8 1.7 0.1171
H -0.8963 0.4347 -0.1813 0.0 1.5 -0.4 0.1323
H -1.6166 -1.7153 0.2482 -2.1 0.3 2.8 0.2124
H -2.8680 -0.7085 1.0504 0.3 0.6 -0.7 0.0934
H 1.6287 1.0880 -0.8178 0.6 1.1 2.4 -0.0587
H 2.2014 1.3229 1.6611 1.5 0.9 1.7 0.0789
H -0.4408 3.2038 -0.0802 0.1 1.3 0.4 0.0527
H 0.5268 1.8534 0.6169 -1.8 2.0 -2.0 0.0612
O -0.2554 2.2804 -0.0372 1.3 -3.2 1.6 -0.0358
H 2.1402 0.9026 -2.1695 1.1 0.1 -1.2 0.0553
H -0.6393 -1.8918 -1.9527 -0.8 1.4 0.6 0.1144
O 1.3839 0.7548 -1.6359 -1.2 -1.3 -2.2 -0.0125

5.
30
Properties=species:S:1:pos:R:3:forces:R:3:lowdin_charge:R:1 method="wB97M-V/def2-TZVPD" charge=+1 homo_ev=-13.709 lumo_ev=-5.286 total_energy_ev=-57177.09130 orbital_gap_ev=8.42
Au -1.5031 -1.9238 -0.3854 0.0 0.1 -0.2 0.9224
O -1.3699 -3.1660 1.3231 0.0 0.0 0.0 -0.4356
Cl -0.3648 -2.3537 2.1261 -0.2 -0.1 0.0 0.7329
O 0.7464 -3.1530 2.4286 0.1 0.0 0.0 -0.2161
O -1.0111 -1.7885 3.2371 0.1 0.0 0.0 -0.2248
O 0.0038 -1.2854 1.1370 0.0 0.0 0.0 -0.4603
Cl -2.2523 -3.9184 -2.6321 0.0 0.0 0.0 0.5881
C -2.9753 -2.8859 -1.4391 0.1 0.0 0.0 -0.7325
H -3.4505 -3.4738 -0.6564 0.0 0.0 0.0 0.0354
H -3.6450 -2.1652 -1.8935 0.0 0.0 0.0 0.0095
C -0.2806 2.8685 1.4789 0.0 0.0 0.0 -0.0592
C -0.1676 2.9212 -0.0353 0.0 0.0 0.0 -0.1946
N -0.8273 1.7724 -0.6782 0.0 0.0 0.0 0.0475
C -0.3181 0.6928 -1.2312 0.0 0.0 -0.1 -0.7109
S -1.4569 -0.3821 -2.0880 0.0 0.0 0.2 0.7062
N 0.9472 0.3281 -1.2403 0.0 0.0 0.0 0.0327
C 2.0869 0.7848 -0.4247 0.0 0.0 0.0 -0.2090
C 3.0597 -0.3667 -0.2545 0.0 0.0 0.0 -0.0584
H 0.2052 3.7407 1.9144 0.0 0.0 0.0 0.0901
H 0.1846 1.9708 1.8864 0.0 0.0 0.0 0.0694
H -1.3248 2.8755 1.7920 0.0 0.0 0.0 0.0855
H 0.8631 2.9636 -0.3740 0.0 0.0 0.0 0.1047
H -0.6633 3.8084 -0.4276 0.0 0.0 0.0 0.1308
H -1.8346 1.8185 -0.7343 0.0 0.0 0.0 0.1351
H 1.1346 -0.4699 -1.8323 0.0 0.0 0.0 0.1283
H 1.7073 1.1036 0.5425 0.0 0.0 0.0 0.1037
H 2.5688 1.6314 -0.9152 0.0 0.0 0.0 0.1260
H 2.5863 -1.2006 0.2630 0.0 0.0 0.0 0.0722
H 3.9148 -0.0376 0.3326 0.0 0.0 0.0 0.0923
H 3.4365 -0.7097 -1.2197 0.0 0.0 0.0 0.0888

6.
80
Properties=species:S:1:pos:R:3:forces:R:3:lowdin_charge:R:1 method="wB97M-V/def2-TZVPD" charge=0 homo_ev=-7.996 lumo_ev=-0.864 total_energy_ev=-64319.85926 orbital_gap_ev=7.13
C 5.3680 -1.0656 2.2705 -0.1 -0.6 -1.0 -0.0260
C 4.0323 -1.5925 1.7115 0.8 0.5 0.2 -0.3471
C 3.7738 -3.0959 1.8155 0.4 -0.1 0.6 -0.0114
N 3.2351 -0.7124 1.2260 -1.0 -1.0 1.5 0.1485
C 1.8651 -1.1663 1.2649 1.4 0.3 -1.1 -0.1941
C 1.2687 -1.5441 0.0939 -1.0 0.1 0.2 -0.0227
B 2.1479 -1.4507 -1.2296 0.8 -0.1 0.2 -0.5568
N 2.0356 -0.4280 -2.2293 -1.2 -1.5 0.5 0.2055
O 3.1481 -2.4480 -1.4109 -0.9 0.2 -0.3 0.0847
C -0.1096 -2.0462 0.1116 1.5 0.8 0.5 -0.0079
C -0.7834 -2.1309 1.2867 -2.2 -0.1 0.1 -0.2504
C -2.2305 -2.7278 1.2814 1.5 -1.0 0.7 -0.7403
I -3.6888 -1.5666 0.1669 0.5 -0.3 0.5 0.7870
C -2.0988 -4.1814 0.7063 0.8 0.8 -0.3 -0.8526
C -0.8265 -4.9247 1.2180 -0.6 -0.6 0.3 -0.1598
I -3.8406 -5.3908 1.0794 0.1 0.3 -0.1 0.7969
C -0.1772 -1.7280 2.5482 1.6 0.5 -0.4 -0.3000
N -0.6566 -1.7748 3.7812 0.0 -0.1 0.5 -0.2182
S 0.5107 -1.2615 4.8207 -0.4 -0.2 -1.5 1.0044
N 1.6945 -0.9409 3.7434 -0.3 -0.1 0.2 -0.2041
C 1.2128 -1.2283 2.5465 -1.4 -0.5 -0.9 -0.2961
H 5.1545 -0.3244 3.0504 0.1 -0.3 -0.2 0.0820
H 5.9909 -1.8939 2.6392 -0.2 0.4 0.1 0.0660
H 5.9313 -0.5863 1.4532 -0.2 0.0 0.3 0.0845
H 2.9333 -3.3569 2.4816 0.2 0.2 -0.4 0.0851
H 3.6201 -3.5634 0.8299 -0.1 0.4 0.3 0.0821
H 4.6659 -3.5590 2.2689 -0.4 0.1 -0.2 0.0732
H 1.1163 0.0034 -2.1727 0.3 0.4 -0.2 0.0774
H 2.1473 -0.8950 -3.1298 0.3 0.7 -0.1 0.0851
H 2.7754 -3.1554 -1.9538 0.4 -0.1 0.1 0.0984
H -0.5675 -2.3552 -0.8343 0.0 0.1 0.4 0.1225
H -2.5358 -2.8362 2.3353 -0.3 0.5 -0.5 0.0679
H -1.9835 -4.0625 -0.3819 -0.5 -0.4 0.3 0.0520
H -1.0705 -5.9969 1.3000 0.3 0.4 -0.1 0.0376
H 0.0131 -4.8195 0.5182 -0.2 0.2 0.3 0.0766
H -0.5233 -4.6077 2.2292 -0.1 0.0 -0.4 0.0842
C -2.1680 1.5572 3.0891 -0.4 0.0 -0.6 -0.0883
C -1.9009 1.9241 4.5190 0.2 -0.1 0.4 -0.2887
N -2.0451 3.3310 4.8439 0.2 0.3 0.0 -0.1935
C -1.4931 3.6803 6.1430 0.2 0.0 0.1 -0.2496
C -2.1455 3.0696 7.3884 0.0 0.1 0.1 -0.0881
C -3.3337 3.9258 4.5296 -0.2 -0.1 -0.3 -0.2459
C -4.5836 3.3105 5.1698 -0.1 0.1 0.0 -0.0843
H -1.5456 2.1321 2.4000 0.0 0.1 0.1 0.0880
H -1.9401 0.4996 2.9452 -0.1 0.0 0.0 0.0462
H -3.2148 1.7039 2.8138 0.0 0.0 -0.1 0.0692
H -0.8619 1.6243 4.6918 0.0 0.2 0.4 0.1002
H -2.5313 1.2982 5.1696 0.1 -0.2 0.0 0.1048
H -1.4889 4.7694 6.2458 -0.1 0.0 -0.1 0.1111
H -0.4358 3.3947 6.1416 0.0 -0.1 -0.1 0.1089
H -3.0978 3.5439 7.6212 0.0 -0.1 0.0 0.0537
H -1.4951 3.2242 8.2530 0.0 0.0 0.0 0.0695
H -2.3029 1.9949 7.2901 0.0 0.0 0.0 0.0653
H -3.4633 3.8999 3.4436 0.1 -0.1 0.0 0.1020
H -3.3004 4.9920 4.7702 0.2 -0.1 0.1 0.1137
H -4.5792 2.2201 5.1318 0.0 0.0 0.0 0.0675
H -5.4735 3.6500 4.6344 0.0 0.0 0.0 0.0709
H -4.7032 3.6202 6.2073 0.0 -0.1 0.0 0.0529
C -0.6933 -0.0594 -5.0508 -0.1 0.0 0.0 -0.0927
C 0.2998 0.9895 -5.5304 -0.2 0.0 0.0 -0.2783
N 1.2183 0.5054 -6.5446 0.3 -0.1 0.0 -0.1995
C 2.3267 1.4149 -6.7968 0.2 0.1 0.1 -0.2496
C 2.0051 2.7911 -7.3888 0.1 0.1 -0.1 -0.0867
C 0.6087 -0.0823 -7.7273 -0.3 -0.2 0.0 -0.2485
C -0.3545 0.7860 -8.5445 0.0 0.0 -0.2 -0.0838
H -0.1789 -0.9528 -4.6890 0.0 0.0 -0.1 0.0684
H -1.2853 0.3438 -4.2265 0.0 0.0 0.0 0.0740
H -1.3919 -0.3542 -5.8350 0.0 0.0 0.0 0.0657
H 0.8802 1.3052 -4.6584 0.2 0.1 -0.2 0.1093
H -0.2595 1.8740 -5.8699 -0.1 0.0 0.1 0.1018
H 3.0558 0.9156 -7.4415 -0.1 -0.1 0.0 0.1115
H 2.8511 1.5697 -5.8480 -0.1 0.0 0.1 0.1093
H 1.7619 2.7299 -8.4486 -0.1 0.0 0.0 0.0543
H 2.8812 3.4380 -7.3019 0.0 0.0 0.0 0.0712
H 1.1848 3.2860 -6.8680 0.0 0.0 0.0 0.0665
H 0.0716 -0.9843 -7.4197 0.0 0.1 0.1 0.0998
H 1.3985 -0.4527 -8.3863 0.1 0.1 0.1 0.1144
H -1.0535 1.3403 -7.9163 0.0 0.0 0.0 0.0676
H -0.9474 0.1505 -9.2065 0.0 0.0 0.0 0.0718
H 0.1761 1.4938 -9.1796 0.0 0.1 0.1 0.0539